Density functional theory data (the ωB97M-V functional and the def2-TZVPD basis) for a structure of composition C30H36N5OPdS2Te in a non-equilibrium geometry.

XYZ file:
```
76
Properties=species:S:1:pos:R:3:forces:R:3:lowdin_spin:R:1
C 1.5637 3.1216 4.5319 -0.083 -0.216 -0.294 -0.0024
H 1.9222 5.0635 5.3225 -0.010 0.056 0.074 -0.0001
H 2.6138 -1.7056 -5.7586 -0.010 0.142 -0.096 0.0025
H 1.7834 -6.4940 1.6444 0.130 -0.090 -0.037 0.0005
C 2.3619 2.4278 0.8876 -0.097 0.086 -0.138 -0.0006
C 1.7278 2.3268 2.2380 -0.297 0.157 -0.480 0.0044
H -4.1997 -2.4986 -0.4494 -0.107 -0.102 -0.024 -0.0007
H 2.8719 3.9341 3.0426 0.184 -0.016 -0.066 0.0005
H -0.2577 -3.5346 3.9593 -0.038 0.091 0.070 0.0005
N -0.7423 -1.6364 -3.2868 -0.440 0.048 0.083 0.0679
Te 0.0042 0.1236 0.7783 1.087 1.175 -1.148 -0.0164
C -1.6147 2.5878 0.0184 0.101 -0.003 0.120 -0.0004
C -0.8987 0.2946 4.1411 -0.059 0.223 0.005 -0.0004
C 2.1128 3.1933 3.2496 -0.164 -0.354 0.317 0.0023
H -2.3174 1.3958 1.6412 -0.184 0.093 0.199 -0.0004
H -1.8425 0.8116 4.3167 -0.125 -0.117 -0.056 -0.0002
H 0.8224 -0.0682 -1.9093 0.161 0.698 -0.383 -0.0006
H -1.4743 5.4672 -3.2921 0.007 0.079 -0.034 0.0000
H -2.9209 4.1954 -0.4954 -0.050 0.066 0.073 -0.0001
H 0.1389 2.0925 5.7545 -0.002 -0.023 0.172 0.0002
H -1.0405 -0.4370 3.3422 -0.118 -0.145 0.011 -0.0003
Pd 0.3127 -2.3139 -1.3427 -0.223 -3.298 -0.052 0.5967
C -2.1668 2.4541 1.4011 0.011 0.081 0.120 -0.0009
C 0.5848 2.1680 4.7743 0.354 -0.075 -0.134 0.0020
H -0.4551 -2.1678 1.9000 0.066 -0.219 0.076 0.0018
C 0.0760 -3.1167 1.8810 -0.015 -0.070 0.166 0.0057
C -2.1230 3.5538 -0.8410 0.147 -0.164 -0.156 -0.0006
H -0.3048 2.9144 -3.6048 0.083 -0.037 -0.116 0.0000
H -3.1165 2.9736 1.4899 -0.099 -0.071 0.037 -0.0001
H -0.6341 -0.2189 5.0636 -0.045 -0.154 -0.039 0.0000
C -1.6617 3.6863 -2.1473 -0.086 -0.129 0.282 0.0002
S 2.7256 -4.0249 -5.1865 0.108 0.174 0.374 0.0100
C 2.1925 -3.5982 -3.5940 0.041 0.074 0.696 0.0169
H -2.8568 -0.5223 -5.3102 0.018 -0.009 0.089 0.0003
H -2.9636 0.4662 -3.8293 -0.024 -0.053 -0.047 0.0001
H -1.4779 2.8794 2.1339 -0.070 -0.051 0.036 0.0000
H 1.5490 3.8448 6.5526 -0.002 0.021 0.034 0.0000
C -0.6064 1.7450 -0.4492 0.141 0.139 -0.170 -0.0042
N 1.7041 -4.5806 -2.8980 0.022 -1.600 -1.756 -0.0129
N 1.3063 -4.3764 -1.6878 0.120 2.388 0.920 0.0006
C -0.6694 2.8203 -2.5919 0.020 -0.031 0.301 0.0000
H 4.2608 -2.1657 -5.2375 0.041 -0.001 -0.064 0.0016
C 0.8352 -5.0980 2.9670 -0.161 0.290 -0.006 -0.0028
H 0.9633 0.9544 -3.3606 0.033 -0.128 -0.040 0.0001
H 0.9572 -5.7040 3.8491 -0.024 -0.117 0.103 -0.0001
C -2.8798 -0.5506 -4.2190 -0.897 0.401 -0.324 0.0010
C 0.9579 0.9646 -2.2739 0.108 -0.334 0.101 -0.0001
H 2.4705 1.4333 0.4454 0.175 0.091 -0.182 -0.0010
C 1.6760 -5.0660 -0.6676 -0.084 0.313 -0.636 -0.0021
C 0.1737 -3.8793 3.0336 0.089 -0.191 -0.065 0.0034
H -2.5350 4.2638 -4.0010 -0.077 0.052 -0.064 0.0000
C -2.2305 4.7181 -3.0596 0.009 0.118 -0.084 0.0000
H -3.0818 5.2197 -2.6073 -0.046 0.031 -0.062 0.0000
C -2.1282 -2.0280 -0.4581 -1.997 -1.025 1.066 -0.0015
C 0.7161 1.4065 2.5106 -1.142 -0.383 0.837 0.0308
C -1.6990 -1.1549 -3.7042 1.317 -0.582 0.318 0.0107
C -3.5158 -1.8565 0.0958 0.309 -0.120 0.090 0.0000
H 3.1301 3.8716 5.7570 0.011 -0.012 0.064 -0.0001
H -3.8290 -0.8190 0.0282 -0.039 0.060 -0.001 -0.0011
H 2.4065 -5.8651 -0.7586 -0.259 -0.108 -0.322 -0.0003
N 0.6004 -3.4826 0.7221 0.004 0.121 -0.316 0.0779
H 3.3445 2.8866 0.9607 0.066 -0.075 -0.055 -0.0001
N -1.3311 -0.9905 -0.5474 2.445 1.028 0.314 -0.0094
H 1.7448 3.0460 0.2333 0.060 -0.050 -0.140 -0.0001
H 1.9390 1.3069 -1.9418 0.085 0.043 0.024 -0.0001
C -0.1261 1.8511 -1.7605 0.045 -0.103 0.094 -0.0001
C 2.0604 4.0211 5.6104 0.033 0.263 0.035 -0.0004
H 3.6697 -2.6561 -6.8416 -0.015 -0.004 -0.048 0.0004
C 3.3880 -2.4649 -5.8104 -0.119 -0.101 0.275 0.0075
C 0.1639 1.2844 3.7849 -0.139 0.107 -0.381 0.0011
S 2.3781 -2.0297 -2.8746 -0.368 0.386 0.285 0.2218
O -1.7356 -3.1424 -0.8861 0.364 0.650 -0.364 -0.0157
C 1.1756 -4.6978 0.6300 -0.162 0.379 1.074 0.0037
H -3.5255 -2.1626 1.1420 -0.056 -0.066 0.066 0.0006
C 1.3211 -5.5259 1.7472 -0.068 0.218 -0.550 0.0026
H -3.7444 -1.1355 -3.8980 0.002 0.084 -0.070 0.0001
```
Forces are in eV/Å.

The charge is +2. The total energy comes out at -2705.3184 a.u. As for the multiplicity: 2. The calculation puts the energy above the lowest of the compared OMol25 structures with the same formula, charge and spin at 2.7932 eV.